This record from OMol25 describes a gas-phase ion, C6H8BrIN (charge +1) in a non-equilibrium geometry. The level of theory is wB97M-V/def2-TZVPD.

The HOMO energy is -12.019 eV. As for the total charge: +1. For the HOMO-LUMO gap, the calculation gives 0.246 Ha. The energy above the lowest of the compared OMol25 structures with the same formula, charge and spin comes out at 7.393 eV. As for the total energy: -3159.3335 Ha. The calculation puts the maximum force at 4.0 eV/Å.

CARTESIAN COORDINATES (ANGSTROEM)
C  0.94257  -1.66770  0.60945
C  -0.35769  -1.35789  0.82580
C  1.73478  -0.62530  0.01215
C  0.24879  1.77596  0.77520
C  -1.18191  -0.12405  0.77009
C  -0.32620  0.70111  -1.50053
N  -0.66233  1.09346  -0.03361
Br  1.43939  2.95478  0.01583
I  3.68839  -0.89228  -0.18772
H  1.25071  -2.71393  0.87688
H  -0.91703  -2.10327  1.20559
H  -2.15933  -0.29266  0.43755
H  -1.38408  0.20989  1.79423
H  -1.21506  0.57805  -1.98704
H  0.41310  1.18334  -2.04636
H  -0.00860  -0.34884  -1.39189
H  -1.50549  1.62931  -0.17562